Record 1
A cluster of 10 separate species, C36H100N8O10 in total at a distorted geometry, computed with ωB97M-V/def2-TZVPD.

Calculated values
LUMO energy = 0.6 eV
Relative energy (zero: lowest compared OMol25 entry of this formula, charge and spin) = 91.1 kcal per mole
Frontier orbital gap = 9.661 eV
Structure (SMILES) = COC[C@H](C)N.COC[C@H](C)N.COC[C@H](C)N.COC[C@H](C)N.COC[C@H](C)N.COC[C@H](C)N.COC[C@H](C)N.COC[C@H](C)N.CCO.CCO
HOMO level = -9.09 eV
Calculated total energy = -2621.77419 Ha

```
154
C36H100N8O10 ωB97M-V/def2-TZVPD
C 1.3216 0.9140 2.0286
O 2.6008 1.3719 1.8170
C 3.4969 1.1801 2.8344
C 4.9524 1.5872 2.4711
C 5.6222 0.6685 1.4807
N 5.8910 1.8218 3.6437
H 0.9753 1.3495 2.9659
H 1.3306 -0.1622 2.2014
H 0.6261 1.0494 1.2003
H 3.2320 1.8805 3.6265
H 3.6081 0.1706 3.2303
H 5.0254 2.5732 2.0121
H 4.9408 0.5597 0.6369
H 5.8223 -0.3490 1.8165
H 6.5304 1.1174 1.0784
H 5.7503 2.6753 4.1651
H 6.8561 1.8827 3.3524
C 1.4997 5.5796 -7.5917
O 1.8526 4.9014 -6.4244
C 0.7978 4.8354 -5.3661
C 1.4656 4.0603 -4.1426
C 1.7410 2.6043 -4.5109
N 0.5798 4.0198 -2.9779
H 0.7034 5.0377 -8.1020
H 2.3750 5.6575 -8.2366
H 1.0847 6.5283 -7.2516
H 0.4039 5.7556 -4.9346
H -0.0049 4.2093 -5.7556
H 2.3210 4.6333 -3.7846
H 2.6275 2.4728 -5.1313
H 0.8313 2.1938 -4.9489
H 1.9202 1.9766 -3.6380
H 1.0063 3.6485 -2.1410
H 0.2601 4.9084 -2.6197
C -3.4818 -9.1989 3.5664
O -3.4005 -8.0021 2.8231
C -2.0055 -7.4957 2.7586
C -1.9514 -6.3715 1.6990
C -0.4743 -5.9793 1.3923
N -2.6160 -5.1974 2.0570
H -4.4764 -9.6162 3.4090
H -3.3864 -8.9243 4.6169
H -2.7711 -9.9432 3.2072
H -1.6872 -7.2057 3.7600
H -1.3499 -8.3453 2.5680
H -2.3928 -6.8054 0.8019
H 0.2030 -6.8332 1.4059
H -0.1047 -5.2220 2.0837
H -0.3541 -5.5340 0.4047
H -3.5655 -5.4412 2.3001
H -2.2198 -4.9358 2.9484
C -8.2789 0.2703 0.4358
O -6.9228 0.3873 0.4285
C -6.3140 1.6441 0.2792
C -4.7869 1.7188 0.1026
C -4.3126 0.8487 -1.0328
N -4.0859 1.2783 1.3013
H -8.5895 -0.7618 0.2730
H -8.8321 0.8701 -0.2869
H -8.7110 0.6342 1.3679
H -6.9017 2.2737 -0.3889
H -6.5619 2.0819 1.2462
H -4.5033 2.7323 -0.1811
H -3.2579 1.0432 -1.2274
H -4.8517 1.0938 -1.9479
H -4.4079 -0.2127 -0.8039
H -4.2806 0.2912 1.3904
H -4.5688 1.7410 2.0581
C -1.3042 3.0168 0.0148
O -1.0761 4.0077 1.0663
C -2.0131 3.8524 2.1091
C -1.6978 4.7608 3.3145
C -0.4194 4.3335 4.0964
N -2.8065 4.8614 4.2503
H -0.6264 3.2162 -0.8151
H -2.3015 3.0156 -0.4252
H -0.9761 2.0315 0.3460
H -3.0585 3.9894 1.8325
H -2.0404 2.7903 2.3523
H -1.5216 5.7516 2.8957
H -0.1804 5.1665 4.7576
H 0.4271 4.0220 3.4844
H -0.7013 3.4915 4.7286
H -3.5906 5.2835 3.7737
H -2.6506 5.5019 5.0155
C -2.5393 -1.0636 -4.4397
O -2.1787 -2.3311 -4.7274
C -1.3568 -2.9631 -3.8369
C -0.8279 -4.2381 -4.4494
C 0.1352 -5.0682 -3.5368
N 0.0442 -3.8777 -5.5702
H -3.3662 -1.0454 -3.7298
H -2.9705 -0.5481 -5.2979
H -1.7423 -0.4485 -4.0220
H -0.5473 -2.3251 -3.4820
H -1.9102 -3.1785 -2.9228
H -1.6342 -4.9177 -4.7251
H 0.5200 -5.9426 -4.0616
H -0.4832 -5.4871 -2.7430
H 0.9702 -4.4853 -3.1481
H -0.5872 -3.2350 -6.0267
H 0.6945 -3.2531 -5.1152
C 3.2607 3.0602 -1.2018
O 4.1411 3.2812 -2.2922
C 4.7549 4.5911 -2.2466
C 5.6452 4.7369 -3.5354
C 6.9186 3.8686 -3.3096
N 6.0363 6.1247 -3.7320
H 2.8215 2.0628 -1.2198
H 2.4584 3.7957 -1.1430
H 3.7922 3.1115 -0.2516
H 4.0276 5.3978 -2.1546
H 5.3617 4.6828 -1.3458
H 5.1102 4.4378 -4.4367
H 7.4107 3.6659 -4.2608
H 6.6601 2.9450 -2.7915
H 7.6447 4.3357 -2.6442
H 5.2474 6.7306 -3.9067
H 6.6381 6.1696 -4.5419
C -0.3903 -4.2578 4.9276
O -1.6923 -3.9497 4.4643
C -2.0778 -2.5519 4.4901
C -1.5529 -1.9366 3.1614
C -1.6985 -0.4108 3.2542
N -2.3401 -2.1936 1.9688
H 0.3728 -3.5710 4.5614
H -0.0785 -5.2678 4.6618
H -0.3438 -4.1437 6.0106
H -3.1585 -2.4399 4.5768
H -1.6852 -2.0063 5.3481
H -0.4907 -2.1665 3.0777
H -1.3448 0.1666 2.4000
H -1.1987 -0.0243 4.1424
H -2.7527 -0.2167 3.4521
H -2.4254 -3.1825 1.7824
H -3.2987 -1.9200 2.1311
C 3.7505 -2.6017 1.6283
C 2.5370 -3.4244 2.0794
O 2.7673 -4.3193 3.1731
H 3.3947 -1.7035 1.1235
H 4.3840 -3.2505 1.0235
H 4.3659 -2.3553 2.4936
H 2.1008 -3.8753 1.1880
H 1.7786 -2.7405 2.4603
H 3.0493 -3.7639 3.9035
C 0.7249 -0.5959 -1.4333
C -0.4268 -1.0932 -0.5757
O 0.0332 -2.3335 -0.0042
H 1.6270 -0.5318 -0.8249
H 0.4656 0.3454 -1.9178
H 0.8890 -1.3356 -2.2170
H -1.3478 -1.1982 -1.1491
H -0.7408 -0.4523 0.2481
H -0.6535 -2.5759 0.6213
```

***

Record 2
A cluster of 14 separate species, C36H100O14 in total at a distorted geometry, computed with ωB97M-V/def2-TZVPD.

Calculated values
LUMO energy = 0.1 eV
Relative energy (zero: lowest compared OMol25 entry of this formula, charge and spin) = 60.8 kcal per mole
Frontier orbital gap = 9.574 eV
HOMO level = -9.47 eV
Calculated total energy = -2484.87672 Ha

```
150
C36H100O14 ωB97M-V/def2-TZVPD
C -0.5564 1.0878 0.6844
C -0.3384 -0.3772 0.5877
C 0.0405 -0.8208 -0.8403
O 0.7853 -0.6656 1.4215
H -1.5055 1.3661 0.2262
H 0.2085 1.7065 0.2151
H -0.6963 1.3537 1.7321
H -1.2146 -0.8995 0.9717
H -0.7162 -0.4124 -1.5102
H 0.2105 -1.8938 -0.9281
H 0.9221 -0.2948 -1.2066
H 0.5285 -0.4600 2.3234
C -2.1412 -2.0966 -6.3959
C -0.6698 -2.1324 -6.0078
C -0.2225 -1.2696 -4.7521
O -0.1846 -3.4203 -5.7954
H -2.4405 -1.0595 -6.5478
H -2.8241 -2.3771 -5.5940
H -2.3292 -2.7115 -7.2761
H -0.2065 -1.6832 -6.8863
H -0.6483 -0.2681 -4.8125
H 0.8555 -1.2680 -4.5908
H -0.5857 -1.7674 -3.8531
H -0.3861 -3.8787 -6.6145
C -3.8159 1.7700 -4.2679
C -4.7169 2.5050 -3.2766
C -4.6487 1.8719 -1.8647
O -4.2778 3.7988 -3.1956
H -3.9970 0.6981 -4.3486
H -2.7762 1.8689 -3.9557
H -3.7587 2.1496 -5.2881
H -5.6991 2.3921 -3.7354
H -4.8857 0.8145 -1.9828
H -5.3379 2.3743 -1.1859
H -3.6193 1.9716 -1.5205
H -4.8429 4.2563 -2.5686
C -0.8844 -0.7244 6.1804
C -1.1702 -0.7390 4.6776
C -2.5586 -0.2760 4.2523
O -0.2110 0.1249 4.1049
H -0.2000 -1.5110 6.4980
H -1.7940 -0.9748 6.7264
H -0.4337 0.2060 6.5258
H -1.0391 -1.7224 4.2262
H -2.6307 0.7643 4.5695
H -3.3008 -0.9250 4.7172
H -2.5992 -0.3907 3.1692
H -0.3572 0.9960 4.4809
C -4.8649 4.3573 4.4010
C -3.6033 3.5288 4.1964
C -3.6843 2.7838 2.8243
O -2.5611 4.4549 4.2894
H -4.8586 5.1504 3.6532
H -4.9025 4.8723 5.3609
H -5.7807 3.7705 4.3286
H -3.5472 2.7482 4.9551
H -2.8888 2.0389 2.8003
H -3.5010 3.4704 1.9978
H -4.6370 2.2684 2.7024
H -2.6103 4.9465 3.4663
C 3.6590 1.5356 0.2677
C 4.3306 2.2676 1.4213
C 4.2617 1.4574 2.6841
O 5.6525 2.4376 1.0063
H 4.1511 0.5705 0.1473
H 3.7336 2.1043 -0.6592
H 2.6154 1.2502 0.4006
H 3.8141 3.2206 1.5364
H 4.6305 1.9575 3.5796
H 4.8880 0.5666 2.7315
H 3.2302 1.1460 2.8489
H 5.6671 3.0440 0.2623
C 5.5323 0.5318 -3.0255
C 4.2162 1.0504 -3.5835
C 3.0565 0.1706 -3.0854
O 4.0125 2.3261 -3.0853
H 6.4147 1.1023 -3.3152
H 5.7009 -0.4966 -3.3447
H 5.5658 0.4492 -1.9391
H 4.2324 1.0883 -4.6727
H 3.0567 0.1953 -1.9957
H 3.2405 -0.8723 -3.3436
H 2.0791 0.5465 -3.3878
H 3.1816 2.6888 -3.4009
C 1.7988 -4.0122 -2.4863
C 2.3924 -4.5429 -3.7777
C 1.6499 -5.7632 -4.2480
O 2.3667 -3.5663 -4.7730
H 0.7142 -3.9167 -2.5378
H 2.0586 -2.9796 -2.2535
H 1.9742 -4.6974 -1.6569
H 3.4067 -4.8379 -3.5086
H 1.7314 -6.6452 -3.6127
H 1.9296 -6.1369 -5.2330
H 0.5802 -5.5768 -4.3430
H 1.4614 -3.5703 -5.0926
C 0.4261 4.3132 -1.3662
C 0.8213 3.2359 -2.3522
C -0.3148 2.5784 -3.1001
O 1.7033 3.7633 -3.3024
H -0.2028 5.1343 -1.7105
H 1.3246 4.8825 -1.1282
H -0.0591 3.8871 -0.4881
H 1.3935 2.4848 -1.8076
H -0.8024 1.9018 -2.3983
H 0.0693 1.8972 -3.8594
H -1.0459 3.2597 -3.5354
H 1.2084 4.4596 -3.7405
C 3.7097 -2.4842 1.3201
C 2.7855 -3.4402 2.0723
C 2.6542 -3.1884 3.5964
O 1.5246 -3.3750 1.4774
H 3.2915 -1.4784 1.3607
H 3.8941 -2.8018 0.2938
H 4.6476 -2.4410 1.8737
H 3.1210 -4.4646 1.9105
H 2.0302 -3.9644 4.0399
H 2.1832 -2.2378 3.8463
H 3.6284 -3.2888 4.0750
H 1.2950 -2.4436 1.4380
C 1.5363 2.7648 6.0226
C 0.5703 3.5902 5.0999
C 1.0247 3.6104 3.6671
O -0.6156 2.8087 5.1145
H 1.5216 1.6933 5.8232
H 1.3920 2.9506 7.0869
H 2.5744 3.0765 5.9066
H 0.3568 4.5973 5.4581
H 1.0616 2.6393 3.1735
H 1.9853 4.0805 3.4567
H 0.3079 4.1726 3.0686
H -1.3197 3.4153 4.8739
C -2.9645 -2.0577 -1.9819
O -3.0057 -1.7967 -0.6046
H -3.7473 -2.7509 -2.2899
H -3.0873 -1.1198 -2.5236
H -2.0281 -2.5595 -2.2259
H -3.9150 -1.5781 -0.3875
C -3.2342 -3.1443 2.3164
O -2.8217 -4.2920 3.0528
H -3.7458 -3.3762 1.3822
H -3.9653 -2.6077 2.9210
H -2.4188 -2.4873 2.0138
H -2.1213 -4.6888 2.5298
C -0.9874 -4.7768 -0.0556
O -0.5761 -5.0886 1.2750
H -1.9427 -4.2520 -0.0425
H -0.1628 -4.2072 -0.4843
H -1.0840 -5.7202 -0.5929
H 0.2482 -4.6258 1.4425
```